A molecular structure, C11H62CdF6N2O27S2 at a distorted geometry, computed with wB97M-V/def2-TZVPD.

Cartesian coordinates (Å):
Cd: -1.087 -3.514 1.251
C: -3.255 -0.651 -4.645
F: -3.841 -0.320 -5.756
F: -1.954 -0.536 -4.763
F: -3.763 0.059 -3.652
S: -3.639 -2.586 -4.199
O: -2.915 -2.833 -2.956
O: -5.099 -2.681 -4.145
N: -2.895 -3.469 -5.526
S: -3.644 -4.810 -5.379
O: -3.780 -5.368 -4.034
O: -4.873 -4.782 -6.141
C: -2.231 -5.969 -6.217
F: -1.004 -5.716 -5.639
F: -2.529 -7.299 -6.014
F: -2.037 -5.849 -7.546
C: 1.724 -0.226 2.843
C: 0.800 0.397 1.739
C: 1.592 1.656 1.369
C: 1.064 2.343 0.072
C: 0.825 1.332 -1.121
C: -0.017 0.106 -0.725
N: 0.573 -0.442 0.544
O: 0.270 -1.750 0.809
C: 0.191 -0.948 -1.928
C: -1.532 0.538 -0.499
C: -0.561 0.796 2.445
H: 1.223 -0.971 3.460
H: 2.026 0.514 3.584
H: 2.553 -0.768 2.387
H: 2.627 1.509 1.061
H: 1.671 2.414 2.148
H: 1.640 3.250 -0.114
H: 0.080 2.759 0.290
H: 1.717 1.189 -1.730
H: 0.183 1.892 -1.802
H: -0.294 -1.923 -1.909
H: 1.231 -1.215 -2.116
H: -0.029 -0.400 -2.844
H: -1.599 1.576 -0.173
H: -2.109 -0.028 0.232
H: -2.156 0.390 -1.381
H: -0.442 1.192 3.454
H: -1.222 -0.056 2.288
H: -1.164 1.499 1.872
O: 0.763 2.409 5.530
H: 1.031 2.917 6.296
H: 1.564 2.311 5.015
O: 3.028 -2.919 0.050
H: 2.210 -2.452 -0.121
H: 2.830 -3.483 0.798
O: -0.739 4.813 3.791
H: -0.139 5.237 3.177
H: -0.287 4.010 4.052
O: 2.475 -3.716 3.743
H: 3.210 -3.104 3.759
H: 2.659 -4.331 4.454
O: -2.626 4.487 0.725
H: -3.007 5.336 0.950
H: -1.726 4.535 1.046
O: 4.684 -2.171 3.391
H: 4.911 -1.244 3.315
H: 5.435 -2.633 3.018
O: -0.306 -3.822 3.118
H: 0.622 -3.815 3.352
H: -0.728 -3.292 3.794
O: 3.775 2.330 4.742
H: 4.591 1.984 5.103
H: 4.053 3.001 4.119
O: -2.351 -3.121 -0.361
H: -2.150 -2.962 -1.283
H: -3.284 -3.336 -0.353
O: 1.744 4.548 -2.510
H: 1.408 5.380 -2.844
H: 1.007 4.167 -2.033
O: -2.505 1.553 5.520
H: -2.252 0.629 5.539
H: -1.778 2.009 5.945
O: -0.132 -0.253 6.456
H: 0.566 0.215 5.998
H: -0.475 0.382 7.084
O: -3.919 -0.191 2.018
H: -4.760 0.006 1.605
H: -3.361 0.553 1.791
O: -1.142 4.247 -2.281
H: -1.816 4.698 -2.790
H: -1.591 3.970 -1.482
O: -0.140 -2.432 -5.016
H: -0.807 -3.098 -5.180
H: -0.599 -1.600 -5.128
O: 3.166 0.134 -4.412
H: 2.766 0.945 -4.099
H: 2.574 -0.176 -5.098
O: 3.953 -0.293 -0.704
H: 3.166 0.217 -0.899
H: 3.630 -1.059 -0.229
O: 3.530 0.516 7.112
H: 3.427 0.715 6.182
H: 2.725 0.840 7.517
O: 0.672 0.712 -5.864
H: 0.215 0.944 -6.672
H: 0.309 1.304 -5.205
O: 3.482 2.793 -3.482
H: 2.843 3.341 -3.026
H: 4.252 2.797 -2.913
O: -1.889 3.150 -4.592
H: -1.499 2.827 -3.780
H: -2.561 3.769 -4.305
O: -2.245 -2.199 2.425
H: -1.730 -1.620 2.987
H: -3.049 -1.710 2.249

Output
- Kohn-Sham gap (eV) = 5.0
- DFT total energy (Eh) = -4160.3810
- HOMO level (eV) = -6.869
- net charge = 0
- ΔE to the lowest compared entry with this formula, charge and spin (kJ/mol) = 378.5

Atom charges from the Mulliken analysis, given in e for atoms 1 to 99: number 1, Cd, carries 1.14; number 2, C, carries 0.50; number 3, F, carries -0.20; number 4, F, carries -0.26; number 5, F, carries -0.19; number 6, S, carries 0.96; number 7, O, carries -0.69; number 8, O, carries -0.61; number 9, N, carries -0.48; number 10, S, carries 0.89; number 11, O, carries -0.61; number 12, O, carries -0.61; number 13, C, carries 0.57; number 14, F, carries -0.23; number 15, F, carries -0.22; number 16, F, carries -0.22; number 17, C, carries -1.24; number 18, C, carries 1.67; number 19, C, carries -1.44; number 20, C, carries -0.36; number 21, C, carries -0.20; number 22, C, carries 1.96; number 23, N, carries 1.14; number 24, O, carries 0.01; number 25, C, carries -1.67; number 26, C, carries -0.53; number 27, C, carries -0.26; number 28, H, carries 0.16; number 29, H, carries 0.25; number 30, H, carries 0.12; number 31, H, carries 0.62; number 32, H, carries 0.40; number 33, H, carries 0.63; number 34, H, carries -0.32; number 35, H, carries -0.15; number 36, H, carries -0.26; number 37, H, carries 0.08; number 38, H, carries 0.53; number 39, H, carries 0.04; number 40, H, carries -0.10; number 41, H, carries -0.05; number 42, H, carries 0.14; number 43, H, carries 0.13; number 44, H, carries -0.73; number 45, H, carries -0.29; number 46, O, carries -0.49; number 47, H, carries 0.26; number 48, H, carries 0.14; number 49, O, carries -0.74; number 50, H, carries 0.17; number 51, H, carries 0.35; number 52, O, carries -0.65; number 53, H, carries 0.30; number 54, H, carries 0.34; number 55, O, carries -0.61; number 56, H, carries 0.37; number 57, H, carries 0.27; number 58, O, carries -0.59; number 59, H, carries 0.29; number 60, H, carries 0.29; number 61, O, carries -0.61; number 62, H, carries 0.24; number 63, H, carries 0.29; number 64, O, carries -0.50; number 65, H, carries 0.35; number 66, H, carries 0.32; number 67, O, carries -0.54; number 68, H, carries 0.28; number 69, H, carries 0.24; number 70, O, carries -0.31; number 71, H, carries 0.54; number 72, H, carries 0.23; number 73, O, carries -0.70; number 74, H, carries 0.25; number 75, H, carries 0.33; number 76, O, carries -0.61; number 77, H, carries 0.34; number 78, H, carries 0.25; number 79, O, carries -0.61; number 80, H, carries 0.26; number 81, H, carries 0.30; number 82, O, carries -0.62; number 83, H, carries 0.30; number 84, H, carries 0.22; number 85, O, carries -0.60; number 86, H, carries 0.20; number 87, H, carries 0.34; number 88, O, carries -0.64; number 89, H, carries 0.38; number 90, H, carries 0.44; number 91, O, carries -0.61; number 92, H, carries 0.31; number 93, H, carries 0.33; number 94, O, carries -0.73; number 95, H, carries 0.19; number 96, H, carries 0.40; number 97, O, carries -0.63; number 98, H, carries 0.34; number 99, H, carries 0.31